[1]
{"formula": "C36H55ClN9O4", "method": "ωB97M-V/def2-TZVPD", "species": ["Cl", "O", "O", "O", "O", "C", "C", "C", "C", "N", "H", "H", "H", "H", "H", "H", "H", "C", "C", "C", "C", "N", "H", "H", "H", "H", "H", "H", "H", "C", "C", "C", "C", "N", "H", "H", "H", "H", "H", "H", "H", "C", "C", "C", "C", "N", "H", "H", "H", "H", "H", "H", "H", "C", "C", "C", "C", "N", "H", "H", "H", "H", "H", "H", "H", "N", "C", "C", "C", "C", "H", "H", "H", "H", "H", "N", "C", "C", "C", "C", "H", "H", "H", "H", "H", "N", "C", "C", "C", "C", "H", "H", "H", "H", "H", "N", "C", "C", "C", "C", "H", "H", "H", "H", "H"], "coordinates": [[-0.03, 0.39, 0.19], [0.47, 0.46, -1.16], [-0.62, 1.67, 0.56], [-1.09, -0.60, 0.24], [1.01, 0.06, 1.13], [-4.91, -1.69, -3.58], [-3.48, -1.47, -3.10], [-2.98, -2.54, -2.13], [-3.97, -2.94, -1.13], [-4.77, -3.25, -0.36], [-5.18, -0.94, -4.33], [-5.64, -1.58, -2.79], [-5.02, -2.67, -4.05], [-3.43, -0.49, -2.63], [-2.85, -1.45, -3.99], [-2.08, -2.17, -1.64], [-2.70, -3.48, -2.62], [-4.62, 1.79, 4.15], [-3.93, 1.02, 3.03], [-3.66, 1.79, 1.71], [-3.07, 3.10, 1.95], [-2.61, 4.14, 2.14], [-5.63, 2.06, 3.82], [-4.10, 2.74, 4.32], [-4.63, 1.24, 5.08], [-4.52, 0.16, 2.71], [-2.96, 0.67, 3.38], [-4.59, 1.98, 1.15], [-3.04, 1.16, 1.07], [5.36, 0.52, 1.47], [4.35, 1.19, 0.55], [3.81, 0.26, -0.54], [4.82, -0.39, -1.37], [5.54, -0.97, -2.05], [6.36, 0.46, 1.03], [5.05, -0.50, 1.69], [5.44, 1.07, 2.41], [4.76, 2.10, 0.10], [3.50, 1.55, 1.13], [3.09, 0.74, -1.20], [3.31, -0.55, 0.01], [-1.11, 1.56, 5.31], [-0.32, 1.15, 4.07], [0.94, 1.99, 3.81], [2.13, 1.40, 4.42], [3.06, 0.94, 4.91], [-0.57, 1.29, 6.22], [-2.00, 0.93, 5.32], [-1.31, 2.63, 5.30], [-0.98, 1.24, 3.20], [-0.13, 0.08, 4.12], [0.80, 3.01, 4.18], [1.14, 2.05, 2.74], [1.19, 5.54, -1.86], [0.95, 4.10, -1.47], [2.12, 3.49, -0.69], [2.27, 4.01, 0.66], [2.37, 4.43, 1.73], [1.27, 6.17, -0.98], [0.42, 5.92, -2.53], [2.16, 5.67, -2.36], [0.79, 3.46, -2.34], [0.06, 4.00, -0.86], [3.08, 3.71, -1.17], [2.00, 2.40, -0.67], [3.32, -2.25, -4.66], [2.40, -1.97, -5.63], [1.24, -1.60, -5.01], [1.48, -1.64, -3.61], [2.77, -2.05, -3.43], [4.21, -2.68, -4.82], [2.64, -2.14, -6.67], [0.32, -1.33, -5.50], [0.74, -1.45, -2.85], [3.32, -2.26, -2.53], [-0.32, -3.41, 0.16], [-1.18, -4.14, 0.93], [-1.31, -5.36, 0.33], [-0.53, -5.35, -0.85], [0.08, -4.12, -0.93], [-0.06, -2.45, 0.34], [-1.57, -3.75, 1.86], [-1.77, -6.23, 0.79], [-0.42, -6.18, -1.53], [0.69, -3.71, -1.71], [1.98, -4.24, 2.29], [2.86, -3.20, 2.14], [3.98, -3.47, 2.86], [3.80, -4.76, 3.45], [2.53, -5.17, 3.13], [1.09, -4.34, 1.83], [2.58, -2.34, 1.55], [4.83, -2.81, 2.97], [4.48, -5.34, 4.04], [1.99, -6.07, 3.39], [-2.04, 2.56, -2.18], [-2.28, 2.00, -3.39], [-3.14, 2.83, -4.08], [-3.45, 3.91, -3.22], [-2.75, 3.72, -2.05], [-1.48, 2.15, -1.45], [-1.69, 1.20, -3.81], [-3.54, 2.67, -5.07], [-4.17, 4.70, -3.40], [-2.72, 4.27, -1.12]], "e_lumo_ha": 0.092, "charge": -1, "gap_ev": 8.682, "molar_mass_g_mol": 713.35, "homo_ha": -0.227}

[2]
{"formula": "C7H28ClO11", "method": "ωB97M-V/def2-TZVPD", "species": ["Cl", "O", "O", "O", "O", "C", "O", "H", "H", "H", "H", "C", "O", "H", "H", "H", "H", "C", "O", "H", "H", "H", "H", "C", "O", "H", "H", "H", "H", "C", "O", "H", "H", "H", "H", "C", "O", "H", "H", "H", "H", "C", "O", "H", "H", "H", "H"], "coordinates": [[1.06, 0.25, 0.41], [1.59, -0.40, -0.75], [-0.13, 0.95, -0.05], [0.75, -0.80, 1.35], [1.96, 1.14, 0.97], [4.03, 3.26, -5.37], [2.83, 3.65, -4.67], [4.40, 2.28, -5.06], [3.83, 3.23, -6.44], [4.73, 4.06, -5.15], [2.85, 3.21, -3.82], [4.49, -5.80, -0.80], [3.77, -5.20, -1.84], [3.96, -5.77, 0.15], [4.64, -6.86, -1.01], [5.56, -5.57, -0.70], [3.33, -4.38, -1.60], [-2.55, -5.65, 2.00], [-3.11, -4.42, 1.71], [-3.30, -6.37, 2.31], [-2.03, -6.18, 1.20], [-1.86, -5.56, 2.84], [-2.46, -3.77, 2.01], [-5.05, -1.37, -4.23], [-6.31, -0.75, -4.40], [-4.66, -1.08, -3.26], [-5.17, -2.45, -4.26], [-4.45, -1.15, -5.11], [-6.84, -1.39, -4.88], [-5.29, 4.31, 2.58], [-5.01, 4.29, 1.24], [-4.43, 4.64, 3.16], [-6.19, 4.89, 2.78], [-5.61, 3.33, 2.92], [-4.30, 3.65, 1.21], [4.82, -3.41, 5.56], [5.27, -3.95, 6.80], [3.84, -2.92, 5.55], [5.56, -2.67, 5.27], [4.84, -4.27, 4.89], [5.53, -3.24, 7.39], [-0.54, 7.80, -0.15], [-1.88, 8.34, -0.28], [-0.03, 8.40, 0.60], [-0.61, 6.78, 0.24], [0.00, 7.62, -1.09], [-1.85, 9.30, -0.21]], "e_lumo_ha": 0.091, "charge": -1, "gap_ev": 8.137, "molar_mass_g_mol": 323.74, "e_above_lowest_kj_mol": 258.79, "homo_ha": -0.208}

[3]
{"formula": "C27H49F15MgN2O25S4", "method": "ωB97M-V/def2-TZVPD", "species": ["Mg", "C", "F", "F", "F", "S", "O", "O", "N", "S", "O", "O", "C", "F", "F", "F", "C", "F", "F", "F", "S", "O", "O", "N", "S", "O", "O", "C", "F", "F", "F", "C", "C", "O", "C", "O", "O", "F", "H", "H", "H", "C", "C", "O", "C", "O", "O", "F", "H", "H", "H", "C", "C", "O", "C", "O", "O", "F", "H", "H", "H", "C", "C", "C", "O", "C", "H", "H", "H", "H", "H", "H", "H", "H", "C", "C", "C", "O", "C", "H", "H", "H", "H", "H", "H", "H", "H", "C", "O", "H", "H", "H", "H", "C", "O", "H", "H", "H", "H", "C", "O", "H", "H", "H", "H", "C", "O", "H", "H", "H", "H", "C", "O", "H", "H", "H", "H", "C", "O", "H", "H", "H", "H"], "coordinates": [[-1.37, 0.64, -2.36], [-2.87, 0.81, -5.85], [-3.47, 1.37, -6.89], [-3.75, 0.45, -4.92], [-2.25, -0.28, -6.27], [-1.58, 2.03, -5.15], [-0.93, 2.59, -6.31], [-2.37, 2.93, -4.34], [-0.62, 1.11, -4.05], [0.66, 0.51, -4.76], [1.12, -0.48, -3.80], [0.47, 0.05, -6.11], [1.99, 1.91, -4.82], [1.83, 2.73, -3.79], [3.15, 1.31, -4.63], [1.94, 2.56, -5.94], [-1.94, 0.59, 1.49], [-3.01, 1.16, 0.98], [-0.99, 1.49, 1.49], [-2.15, 0.12, 2.69], [-1.48, -0.89, 0.43], [-0.79, -1.83, 1.28], [-2.72, -1.29, -0.21], [-0.57, -0.11, -0.83], [0.99, -0.09, -0.41], [1.66, 0.86, -1.28], [1.21, 0.06, 1.00], [1.64, -1.83, -0.89], [2.10, -2.40, 0.21], [0.65, -2.59, -1.37], [2.60, -1.71, -1.78], [0.05, 0.85, 4.96], [0.62, -0.45, 4.35], [-0.49, -1.32, 4.52], [-1.28, -0.84, 5.52], [-2.21, -1.52, 5.85], [-0.87, 0.35, 5.95], [1.68, -0.83, 5.11], [-0.49, 1.38, 4.18], [0.81, 1.54, 5.32], [0.91, -0.39, 3.31], [6.81, 1.54, 0.34], [5.65, 2.44, 0.79], [4.61, 1.56, 1.12], [5.01, 0.30, 0.93], [4.30, -0.65, 0.97], [6.35, 0.23, 0.72], [5.34, 3.28, -0.25], [7.72, 1.73, 0.89], [6.88, 1.52, -0.74], [5.93, 3.07, 1.63], [-4.00, -3.98, 3.94], [-2.98, -3.98, 2.81], [-3.79, -3.48, 1.76], [-5.09, -3.76, 1.98], [-5.99, -3.55, 1.24], [-5.21, -4.23, 3.22], [-2.70, -5.29, 2.50], [-4.05, -3.05, 4.51], [-3.85, -4.74, 4.70], [-2.04, -3.44, 2.90], [2.85, -6.36, 1.66], [3.35, -5.30, 0.70], [4.11, -4.28, 1.57], [4.65, -5.10, 2.63], [3.87, -6.29, 2.82], [2.82, -7.31, 1.14], [1.85, -6.09, 2.02], [2.49, -4.89, 0.17], [3.98, -5.78, -0.05], [3.46, -3.57, 2.08], [4.91, -3.78, 1.03], [3.42, -6.25, 3.81], [4.59, -7.12, 2.77], [-1.46, 6.27, 1.58], [-2.05, 5.09, 2.29], [-1.33, 5.19, 3.66], [-0.05, 5.78, 3.39], [0.01, 6.14, 1.99], [-1.89, 7.21, 1.91], [-1.55, 6.16, 0.49], [-1.80, 4.14, 1.81], [-3.12, 5.03, 2.49], [-1.24, 4.16, 3.98], [-1.90, 5.83, 4.33], [0.48, 5.27, 1.50], [0.66, 6.98, 1.77], [-4.33, 1.63, -2.03], [-3.33, 0.66, -2.25], [-5.24, 1.22, -1.62], [-4.02, 2.37, -1.29], [-4.61, 2.23, -2.90], [-3.73, -0.18, -2.51], [-0.14, 3.52, -1.33], [-1.28, 2.68, -1.58], [-0.40, 4.24, -0.55], [0.71, 2.93, -1.02], [0.11, 4.07, -2.24], [-2.02, 3.29, -1.65], [1.74, 2.81, 2.84], [1.55, 3.51, 4.05], [1.83, 1.73, 2.96], [1.04, 3.09, 2.05], [2.71, 3.11, 2.42], [1.17, 4.38, 3.83], [-5.87, -1.00, -0.64], [-6.37, -1.08, -1.97], [-6.50, -1.36, 0.17], [-4.95, -1.56, -0.45], [-5.65, 0.06, -0.44], [-7.29, -0.80, -1.91], [-1.12, -2.69, -3.89], [-1.68, -1.55, -3.21], [-1.74, -2.82, -4.78], [-0.08, -2.52, -4.13], [-1.26, -3.60, -3.29], [-2.56, -1.86, -2.97], [3.97, -2.09, -4.96], [4.74, -3.26, -5.21], [3.68, -1.62, -5.91], [3.12, -2.23, -4.31], [4.67, -1.33, -4.59], [5.23, -3.17, -6.03]], "e_lumo_ha": -0.010, "charge": 0, "gap_ev": 8.657, "molar_mass_g_mol": 1239.22, "e_above_lowest_kj_mol": 0.00, "homo_ha": -0.328}

[4]
{"formula": "C24H29CuN8O4S", "method": "ωB97M-V/def2-TZVPD", "species": ["Cu", "N", "C", "N", "C", "N", "N", "C", "N", "C", "C", "C", "C", "C", "N", "H", "H", "H", "H", "H", "H", "H", "H", "O", "C", "C", "C", "C", "C", "C", "C", "O", "O", "H", "H", "H", "H", "H", "C", "C", "S", "O", "C", "C", "H", "H", "H", "H", "H", "H", "H", "H", "H", "H", "N", "C", "C", "C", "N", "C", "C", "H", "H", "H", "H", "H", "H"], "coordinates": [[0.24, 0.15, -0.24], [-1.75, -0.54, 2.29], [-2.08, 0.63, 1.74], [-3.14, 1.28, 2.22], [-3.42, 2.43, 1.63], [-4.45, 3.14, 2.09], [-2.75, 2.96, 0.58], [-1.75, 2.23, 0.16], [-1.35, 1.06, 0.67], [-1.00, 2.73, -1.04], [-1.20, 4.01, -1.52], [-0.50, 4.40, -2.66], [0.35, 3.49, -3.26], [0.49, 2.24, -2.71], [-0.16, 1.86, -1.61], [-2.24, -0.79, 3.13], [-0.84, -0.96, 2.09], [-4.97, 2.81, 2.89], [-4.67, 4.03, 1.68], [-1.89, 4.66, -1.02], [-0.63, 5.39, -3.06], [0.90, 3.75, -4.16], [1.14, 1.49, -3.15], [1.75, -2.27, 3.90], [2.43, -1.13, 4.09], [3.19, -1.02, 5.25], [3.92, 0.13, 5.49], [3.91, 1.19, 4.58], [3.15, 1.08, 3.44], [2.40, -0.07, 3.17], [1.58, -0.13, 1.95], [1.53, 0.86, 1.17], [0.92, -1.19, 1.67], [1.32, -2.20, 3.02], [3.20, -1.85, 5.94], [4.51, 0.20, 6.39], [4.49, 2.08, 4.77], [3.11, 1.89, 2.72], [-3.52, -4.20, -1.65], [-2.63, -3.06, -2.14], [-2.29, -1.90, -0.82], [-1.05, -1.15, -1.29], [-3.66, -0.75, -1.02], [-3.54, 0.14, -2.25], [-3.70, -4.90, -2.46], [-4.49, -3.83, -1.32], [-3.06, -4.73, -0.83], [-3.07, -2.52, -2.98], [-1.64, -3.40, -2.44], [-3.67, -0.17, -0.10], [-4.56, -1.37, -1.01], [-2.54, 0.55, -2.32], [-4.25, 0.96, -2.16], [-3.76, -0.40, -3.17], [5.18, -2.30, -2.92], [4.08, -1.76, -2.34], [2.98, -2.55, -1.99], [1.88, -1.96, -1.43], [1.80, -0.64, -1.18], [2.86, 0.11, -1.49], [4.00, -0.39, -2.07], [5.27, -3.29, -3.03], [6.00, -1.74, -3.08], [2.99, -3.62, -2.16], [1.02, -2.55, -1.14], [2.79, 1.15, -1.22], [4.83, 0.27, -2.29]], "multiplicity": 2, "e_lumo_ha": [-0.103, -0.103], "charge": 1, "gap_ev": [7.363, 7.365], "molar_mass_g_mol": 589.16, "e_above_lowest_kj_mol": 15.39, "homo_ha": [-0.374, -0.374]}

[5]
{"formula": "C4H5NO2", "method": "ωB97M-V/def2-TZVPD", "species": ["O", "C", "C", "O", "N", "C", "C", "H", "H", "H", "H", "H"], "coordinates": [[-1.81, 0.91, -1.18], [-1.12, 1.69, -0.55], [0.33, 1.13, -0.23], [1.32, 1.53, -0.79], [0.31, 0.08, 0.68], [1.19, -1.07, 0.53], [-0.28, -1.22, 0.41], [-1.88, 2.48, -0.57], [1.70, -1.40, 1.44], [1.79, -1.11, -0.37], [-0.69, -1.38, -0.59], [-0.86, -1.65, 1.23]], "e_lumo_ha": 0.021, "charge": 0, "smiles": "O=CC(=O)N1CC1", "gap_ev": 10.249, "molar_mass_g_mol": 99.09, "e_above_lowest_kj_mol": 307.39, "homo_ha": -0.356}

[6]
{"formula": "C4H13NO3", "method": "ωB97M-V/def2-TZVPD", "species": ["C", "N", "C", "C", "C", "O", "H", "H", "H", "H", "H", "H", "H", "H", "H", "H", "H", "O", "H", "H", "O"], "coordinates": [[2.03, -0.44, 1.85], [1.27, -0.03, 0.67], [1.12, -0.91, -0.45], [0.22, -2.18, -0.27], [-1.21, -1.71, -0.29], [-1.67, -0.83, -0.96], [3.00, 0.05, 1.81], [2.08, -1.52, 1.93], [1.54, -0.07, 2.74], [0.52, 0.63, 0.82], [2.12, -1.26, -0.72], [0.73, -0.33, -1.27], [0.69, -2.95, -0.89], [0.33, -2.61, 0.72], [-1.84, -2.21, 0.48], [-2.13, 1.80, -0.94], [-1.95, 1.40, -2.41], [-1.99, 2.18, -1.82], [-0.62, 3.21, 0.90], [0.70, 3.07, 0.32], [0.21, 2.74, 1.08]], "e_lumo_ha": 0.027, "charge": 0, "smiles": "CNCCC=O.O.O", "gap_ev": 8.886, "molar_mass_g_mol": 123.15, "e_above_lowest_kj_mol": 211.70, "homo_ha": -0.300}

[7]
{"formula": "C5H12N", "method": "ωB97M-V/def2-TZVPD", "species": ["C", "C", "N", "C", "C", "C", "H", "H", "H", "H", "H", "H", "H", "H", "H", "H", "H", "H"], "coordinates": [[-1.77, 1.88, -3.53], [0.53, -0.50, -0.44], [0.39, 0.41, -1.30], [0.19, -1.25, 3.04], [1.25, -1.29, 1.89], [0.92, -0.25, 0.95], [-0.95, 1.70, -4.24], [-1.53, 1.45, -2.46], [-2.63, 1.29, -3.90], [-1.78, 2.97, -3.27], [0.08, -0.24, 3.45], [0.63, -1.54, -0.80], [-0.77, -1.61, 2.72], [0.59, -1.81, 3.88], [1.24, -2.23, 1.36], [2.27, -1.04, 2.22], [0.15, 1.29, -0.79], [1.19, 0.77, 1.24]], "multiplicity": 2, "e_lumo_ha": [-0.439, -0.556], "charge": 2, "gap_ev": [8.981, 5.003], "molar_mass_g_mol": 86.16, "e_above_lowest_kj_mol": 549.27, "homo_ha": [-0.769, -0.740]}

[8]
{"formula": "C11H26AlBr3N2Na2NbO8PS", "method": "ωB97M-V/def2-TZVPD", "species": ["C", "C", "N", "Nb", "C", "C", "C", "O", "N", "C", "S", "P", "O", "O", "O", "H", "H", "H", "H", "H", "H", "H", "H", "H", "H", "H", "H", "H", "H", "H", "H", "H", "Al", "C", "Br", "Br", "Br", "H", "O", "C", "C", "O", "H", "H", "H", "H", "O", "C", "C", "O", "H", "H", "H", "H", "Na", "Na"], "coordinates": [[-2.65, -2.28, -1.13], [-1.59, -2.54, -0.07], [-0.20, -2.10, -0.28], [0.28, -0.29, -1.20], [0.73, 0.75, 0.76], [1.86, 0.15, 1.66], [1.40, -0.90, 2.70], [1.84, -2.24, 2.43], [-0.12, -1.30, -3.09], [0.14, -2.46, -3.04], [0.46, -4.03, -2.89], [2.81, -0.91, -1.59], [3.64, 0.36, -1.33], [3.29, -2.13, -0.56], [3.17, -1.41, -3.11], [-2.45, -2.71, -2.13], [-2.97, -1.23, -1.25], [-3.56, -2.82, -0.80], [-1.93, -2.17, 0.92], [-1.57, -3.65, 0.08], [0.24, -2.06, 0.65], [0.66, 1.22, -2.18], [-1.40, 0.41, -1.07], [-0.21, 0.90, 1.33], [1.06, 1.75, 0.48], [2.75, -0.26, 1.15], [2.25, 1.00, 2.26], [0.31, -0.94, 2.84], [1.82, -0.63, 3.69], [2.79, -2.28, 2.28], [2.50, -2.54, -0.16], [3.23, -2.38, -3.05], [5.19, 0.41, 0.30], [0.64, 5.07, -1.13], [-0.93, 5.05, 0.02], [1.66, 3.43, -1.00], [0.16, 5.48, -2.99], [1.29, 5.88, -0.78], [-3.39, -5.23, -0.40], [-4.05, -6.19, -0.81], [-4.59, -5.82, -2.44], [-5.27, -6.78, -2.83], [-4.98, -6.45, -0.26], [-3.55, -7.17, -0.89], [-3.65, -5.60, -2.98], [-5.07, -4.84, -2.35], [0.77, 6.11, 4.89], [0.49, 6.33, 3.62], [1.86, 6.59, 2.80], [1.57, 6.84, 1.48], [-0.17, 7.20, 3.39], [-0.03, 5.51, 3.07], [2.51, 5.71, 3.01], [2.38, 7.39, 3.35], [-2.24, 5.80, -3.15], [0.78, 4.98, 1.75]], "e_lumo_ha": -0.099, "charge": 0, "gap_ev": 1.845, "molar_mass_g_mol": 782.96, "e_above_lowest_kj_mol": 211.95, "homo_ha": -0.167}